1.
Here is a 3-piece molecular cluster, C4H17N2O2 overall from the OMol25 dataset. Energies are from the ωB97M-V functional and the def2-TZVPD basis.

## Properties
HOMO level (hartree): -0.489
Orbital gap (Eh): 0.37949
E_LUMO (eV): -2.99

```
! RIJCOSX wB97M-V def2-TZVPD def2/J DEFGRID3
* xyz 1 1
H -0.16054 -0.25144 2.69473
C -0.29807 0.36165 1.81977
H -2.12589 0.82158 0.84501
H 0.17908 -2.12504 -1.40097
H 0.77638 3.56443 -1.83428
H 3.18886 -1.50228 0.66168
H 0.79096 0.98880 0.03745
H 2.68934 -0.93366 -0.94153
C 0.98174 -1.20343 0.29975
H 1.14362 3.92795 -0.38209
H -2.66317 -0.38368 -2.34270
H 1.71354 0.49181 1.39511
H -2.16220 -0.49320 1.86620
H -0.40616 1.39348 2.14536
H -1.42402 -0.59013 0.33574
N -1.61408 -0.00116 1.16555
C 2.40689 -1.56643 -0.09798
C 0.83033 0.23696 0.82414
O 1.26253 3.25294 -1.06192
H -3.61717 -0.98576 -1.20926
O -2.95713 -0.32405 -1.43569
N 0.05136 -1.31413 -0.80829
H 0.64216 -1.81588 1.13462
H 2.38938 -2.61606 -0.40840
H 0.07043 -0.48081 -1.37470
*
```

Atom charges from the Mulliken analysis, given in e for atoms 1 to 2: H 0.42; C -0.91



2.
Here is a 3-piece molecular cluster, C4H17N2O2 overall from the OMol25 dataset. Energies are from the ωB97M-V functional and the def2-TZVPD basis.

## Properties
HOMO level (hartree): -0.483
Orbital gap (Eh): 0.38385
E_LUMO (eV): -2.69

```
! RIJCOSX wB97M-V def2-TZVPD def2/J DEFGRID3
* xyz 1 1
N 0.58019 0.52395 0.05651
H 0.42315 -1.70626 0.29706
H 2.37535 -3.01578 1.79777
H 2.68566 1.23448 -3.01242
H -1.57171 -1.03223 1.55531
H -2.53024 1.20526 1.16046
H 2.41736 0.22684 0.94053
H 1.76152 1.65334 1.51588
C 1.49484 0.62288 1.26627
O 1.92028 -3.08234 0.90962
H 2.50870 2.29642 -1.70475
H 1.01035 0.19013 2.13541
H -2.29180 0.89310 -1.72258
C -0.06563 -0.78639 -0.08645
H -3.24261 2.03849 -0.81893
H 1.11216 0.80490 -0.68267
C -1.58011 -0.68821 0.48748
H -3.60831 0.13308 -0.82839
H 0.00423 -0.97992 -1.19656
C -2.92711 0.93972 -0.86543
H 2.63973 -3.58854 0.46241
N -1.98615 0.72350 0.31733
H -2.27235 -1.33800 -0.02601
O 2.17656 1.53116 -2.15915
H -1.03408 1.20040 0.20132
*
```

Atom charges from the Mulliken analysis, given in e for atoms 1 to 2: N -0.48; H 0.16



The structures above, arranged from the most stable to the least stable: 1, 2.